1.
{
  "formula": "C20H7Cl49F5GaO3PS",
  "method": "ωB97M-V/def2-TZVPD",
  "species": ["O", "P", "O", "S", "Ga", "O", "Cl", "C", "F", "F", "C", "C", "C", "C", "C", "C", "F", "F", "F", "C", "H", "H", "H", "H", "H", "H", "H", "C", "Cl", "Cl", "Cl", "Cl", "C", "Cl", "Cl", "Cl", "Cl", "C", "Cl", "Cl", "Cl", "Cl", "C", "Cl", "Cl", "Cl", "Cl", "C", "Cl", "Cl", "Cl", "Cl", "C", "Cl", "Cl", "Cl", "Cl", "C", "Cl", "Cl", "Cl", "Cl", "C", "Cl", "Cl", "Cl", "Cl", "C", "Cl", "Cl", "Cl", "Cl", "C", "Cl", "Cl", "Cl", "Cl", "C", "Cl", "Cl", "Cl", "Cl", "C", "Cl", "Cl", "Cl", "Cl"],
  "coordinates": [[6.319210, 2.192014, -1.423153], [5.162384, 0.999064, -0.988514], [4.184395, 1.447323, 0.361083], [6.165284, -0.627324, -0.493034], [3.817425, 0.323726, -2.837725], [2.683628, -1.043648, -2.130738], [5.060307, -0.717133, -4.462346], [2.714451, 1.922888, -3.588971], [3.578137, 3.080996, -3.767485], [2.095931, 1.578277, -4.844579], [1.626949, 2.283765, -2.442666], [1.690351, 3.551007, -1.556601], [0.588670, 3.750607, -0.459321], [-0.570649, 2.712422, -0.238199], [-0.630345, 1.467843, -1.170927], [-1.760042, 0.321951, -1.060372], [-1.465987, -0.448758, 0.098202], [-3.034162, 0.941009, -0.946275], [-1.724469, -0.561176, -2.178998], [0.452135, 1.250589, -2.262056], [6.963297, 1.702661, -1.993987], [4.454827, 2.359772, 0.633068], [2.540391, -0.847753, -1.173760], [2.535312, 4.320413, -1.700538], [0.559964, 4.672888, 0.246340], [-1.366487, 2.822892, 0.568602], [0.423380, 0.337090, -2.964318], [1.193331, -3.165236, 1.409300], [2.036519, -4.664524, 1.863046], [-0.000227, -2.754052, 2.653610], [2.372593, -1.847049, 1.272793], [0.361949, -3.391555, -0.147482], [1.208720, -7.004054, -1.380129], [2.047089, -8.505807, -0.930171], [0.015985, -6.594774, -0.122011], [2.392275, -5.690391, -1.532912], [0.378773, -7.233574, -2.934720], [0.097488, -7.075536, 4.338313], [1.506114, -8.111994, 4.650842], [-1.355768, -7.823659, 5.038786], [0.359206, -5.482804, 5.080807], [-0.118800, -6.885431, 2.584595], [-1.544491, 7.269221, 1.484011], [-1.486408, 5.574478, 0.961974], [0.095884, 7.826059, 1.880513], [-2.206051, 8.264216, 0.169828], [-2.585301, 7.417982, 2.918817], [3.857343, -7.128013, 7.951275], [3.484304, -5.810176, 9.083349], [3.984921, -6.474985, 6.304268], [5.399075, -7.883873, 8.409954], [2.562273, -8.343031, 8.011006], [-5.973485, -1.187386, -0.252887], [-4.235819, -0.953101, 0.025406], [-6.768537, -1.670077, 1.259351], [-6.689086, 0.331483, -0.837856], [-6.198370, -2.459244, -1.471643], [-4.012209, -2.483444, 3.946492], [-4.540560, -4.171541, 3.774029], [-3.099762, -1.998199, 2.500228], [-5.433452, -1.435270, 4.142257], [-2.970815, -2.332758, 5.379592], [6.294185, 6.116161, -1.853191], [6.799718, 5.706981, -0.199557], [4.680884, 5.441812, -2.163035], [6.243225, 7.883891, -2.036950], [7.453238, 5.433614, -3.012664], [-5.585133, -0.834524, -5.327424], [-6.102437, -2.526604, -5.506177], [-4.662286, -0.345782, -6.764882], [-7.013829, 0.208845, -5.157430], [-4.564644, -0.676913, -3.885299], [-3.738501, -5.682924, -2.396871], [-3.671607, -7.385683, -2.903224], [-2.117258, -5.151001, -1.903185], [-4.311735, -4.684219, -3.752779], [-4.856031, -5.518252, -1.025908], [-2.822413, 8.830469, -3.971208], [-1.777170, 7.543889, -3.335389], [-4.497233, 8.544271, -3.450629], [-2.270430, 10.402281, -3.351621], [-2.746256, 8.833730, -5.746331], [0.447934, 4.394253, 4.619522], [2.087431, 4.982648, 4.971746], [0.419850, 3.666406, 3.002121], [-0.012205, 3.170348, 5.823110], [-0.697413, 5.756366, 4.694000]],
  "forces_ev_per_a": [[-1.17, -0.84, 0.40], [0.92, -1.09, 0.47], [1.97, 1.49, -1.55], [-0.40, 0.69, -0.06], [-0.57, -1.18, -0.38], [0.45, 1.37, 0.56], [-0.49, 0.70, 0.75], [-0.46, 0.42, 0.93], [-1.76, -1.60, -0.11], [0.76, 1.23, 2.09], [-2.57, 0.63, 1.12], [-2.69, -2.63, 0.48], [-0.52, -2.72, -1.34], [2.75, -0.71, -3.03], [2.64, 1.42, -1.24], [1.72, 1.21, -0.22], [-1.36, 1.23, -2.25], [3.27, -1.01, -0.67], [-0.65, 2.05, 2.86], [0.16, 2.68, 1.95], [-0.65, 0.38, 0.77], [-0.45, -0.85, -0.09], [0.15, -0.31, -1.12], [-1.74, -1.52, 0.34], [0.55, -1.94, -1.70], [1.29, -0.03, -1.22], [0.06, 1.67, 1.43], [0.19, 0.15, -0.16], [0.15, 0.53, -0.07], [0.25, -0.12, -0.13], [-0.16, -0.25, 0.03], [0.13, 0.51, 0.39], [0.22, 0.20, -0.06], [-0.15, 0.17, -0.02], [0.34, -0.47, -1.06], [-0.23, -0.40, -0.08], [0.18, -0.06, 0.24], [-0.13, 0.13, -0.06], [-0.35, 0.11, -0.20], [0.18, 0.08, -0.04], [-0.04, -0.30, -0.07], [-0.04, -0.48, 1.30], [-0.03, -0.02, -0.01], [-0.52, 0.73, 0.18], [-0.25, -0.10, -0.10], [0.10, -0.13, 0.26], [-0.13, 0.25, -0.41], [-0.01, 0.06, -0.12], [0.06, -0.22, -0.18], [0.07, -0.07, 0.41], [-0.23, 0.11, -0.06], [0.23, 0.20, 0.06], [0.26, -0.12, -0.11], [-1.82, -0.84, -0.26], [0.00, 0.03, -0.42], [0.08, -0.18, 0.08], [-0.15, 0.23, 0.25], [0.19, 0.03, -0.16], [0.08, 0.26, 0.02], [-0.26, -0.38, 1.10], [0.33, -0.12, 0.29], [-0.13, -0.05, -0.16], [-0.06, -0.19, 0.01], [-0.07, 0.08, -0.26], [0.51, 0.21, -0.01], [0.02, -0.20, 0.03], [-0.23, 0.14, 0.22], [0.17, 0.09, 0.14], [-0.02, 0.28, -0.03], [-0.17, -0.09, 0.23], [0.18, -0.19, -0.03], [-0.08, 0.03, -0.39], [0.14, 0.12, 0.01], [0.00, 0.22, 0.06], [-0.75, 0.10, -0.23], [0.12, -0.19, 0.30], [0.23, -0.16, -0.19], [0.09, -0.13, 0.00], [-0.20, 0.24, -0.17], [0.26, 0.06, -0.07], [-0.09, -0.22, -0.07], [-0.02, 0.02, 0.29], [0.01, -0.04, 0.06], [-0.25, -0.07, -0.06], [0.11, 0.06, 0.39], [0.07, 0.19, -0.17], [0.44, -0.54, 0.08]],
  "multiplicity": 1,
  "charge": -1,
  "homo_ev": -5.600,
  "e_lumo_ev": 1.301
}



2.
{
  "formula": "C20H80O20",
  "method": "ωB97M-V/def2-TZVPD",
  "species": ["C", "O", "H", "H", "H", "H", "C", "O", "H", "H", "H", "H", "C", "O", "H", "H", "H", "H", "C", "O", "H", "H", "H", "H", "C", "O", "H", "H", "H", "H", "C", "O", "H", "H", "H", "H", "C", "O", "H", "H", "H", "H", "C", "O", "H", "H", "H", "H", "C", "O", "H", "H", "H", "H", "C", "O", "H", "H", "H", "H", "C", "O", "H", "H", "H", "H", "C", "O", "H", "H", "H", "H", "C", "O", "H", "H", "H", "H", "C", "O", "H", "H", "H", "H", "C", "O", "H", "H", "H", "H", "C", "O", "H", "H", "H", "H", "C", "O", "H", "H", "H", "H", "C", "O", "H", "H", "H", "H", "C", "O", "H", "H", "H", "H", "C", "O", "H", "H", "H", "H"],
  "coordinates": [[12.237930, 14.203790, 1.540230], [13.139270, 14.652370, 0.534910], [11.366850, 14.858290, 1.509250], [12.020250, 13.139810, 1.447210], [12.807810, 14.305180, 2.463840], [13.008800, 15.594590, 0.405300], [12.960880, 21.785110, 2.264940], [11.633110, 21.733690, 2.761870], [13.180760, 20.978190, 1.565920], [13.244670, 22.729690, 1.800900], [13.625310, 21.621020, 3.113300], [11.019380, 21.918400, 2.047150], [16.090120, 17.976810, 7.589460], [16.642280, 19.055360, 8.388130], [16.600330, 17.066670, 7.904770], [15.061170, 17.752100, 7.870310], [16.174960, 18.121130, 6.512390], [17.356310, 19.494520, 7.920260], [9.890250, 24.585630, 8.134300], [10.135250, 24.311770, 9.485520], [10.445750, 23.912840, 7.480950], [8.818420, 24.500920, 7.955180], [10.120740, 25.621210, 7.884180], [10.123480, 23.358200, 9.595860], [8.358430, 19.358410, 2.941640], [8.162730, 18.010510, 2.420070], [8.427010, 19.354840, 4.029470], [9.298230, 19.764780, 2.567840], [7.570200, 20.064160, 2.679500], [8.827260, 17.438680, 2.811240], [10.793400, 20.981910, 9.842440], [9.742780, 21.384590, 9.027240], [11.551220, 21.765090, 9.863570], [10.589730, 20.830250, 10.902450], [11.226400, 20.069240, 9.433000], [9.019690, 20.755540, 9.082300], [14.198780, 21.129240, 7.413000], [13.596990, 21.941200, 6.404140], [13.477680, 20.370090, 7.715990], [15.124330, 20.689560, 7.041320], [14.472680, 21.650420, 8.330310], [13.036480, 21.367120, 5.877010], [13.676870, 25.507780, 7.427460], [14.077450, 24.178230, 7.832400], [12.613650, 25.481910, 7.188720], [13.855580, 26.198190, 8.251770], [14.233390, 25.737180, 6.518750], [13.854950, 23.542770, 7.148080], [9.308890, 23.633520, 1.327020], [9.826810, 22.417380, 0.779260], [10.048870, 24.413510, 1.506250], [8.647960, 24.071820, 0.579240], [8.738740, 23.477890, 2.242880], [9.118640, 22.046870, 0.247460], [12.345160, 26.130060, 3.823820], [13.367800, 27.131680, 3.797500], [11.522020, 26.380250, 4.493120], [11.908060, 25.939460, 2.843660], [12.878800, 25.303960, 4.293810], [12.909090, 27.929820, 3.525160], [7.282350, 17.622760, 6.232340], [6.618090, 16.788690, 7.176920], [6.730420, 18.537740, 6.017200], [8.252380, 17.952290, 6.604560], [7.492610, 17.059160, 5.323360], [6.147660, 16.056420, 6.771860], [10.398780, 15.465180, 4.477440], [9.798880, 16.133000, 3.373180], [10.068680, 14.426570, 4.497980], [11.486230, 15.444740, 4.405810], [10.141750, 15.953980, 5.417180], [9.615860, 15.466970, 2.706460], [8.694020, 22.028880, 5.423770], [8.793250, 20.842350, 6.220870], [8.226040, 22.722360, 6.122470], [9.688280, 22.342410, 5.105580], [8.060530, 21.861690, 4.552650], [9.204100, 20.982930, 7.077040], [13.562830, 15.621570, 6.168530], [14.210520, 16.388050, 5.195520], [14.332520, 15.307310, 6.873450], [12.737270, 16.134170, 6.662270], [13.165340, 14.702920, 5.737040], [14.998960, 15.916490, 4.916970], [13.077430, 17.717120, 2.319170], [13.063340, 17.405430, 0.934860], [12.748910, 18.751210, 2.423200], [12.276070, 17.193810, 2.840770], [14.060300, 17.633700, 2.782950], [12.652510, 18.130240, 0.457930], [16.031990, 23.516490, 4.828480], [16.840340, 24.184660, 3.833560], [15.014970, 23.893810, 4.721670], [15.929950, 22.450590, 4.624670], [16.371450, 23.688290, 5.849920], [16.650450, 25.125160, 3.801920], [11.541030, 18.938390, 5.211070], [12.208150, 20.167120, 4.926370], [11.151700, 18.534520, 4.276510], [12.248500, 18.221450, 5.627710], [10.682920, 19.103750, 5.862540], [11.757410, 20.674640, 4.247510], [8.159850, 18.425790, 10.099760], [7.927630, 19.329540, 9.071060], [7.184120, 18.091630, 10.452450], [8.687520, 17.554020, 9.712880], [8.748430, 18.882300, 10.895540], [7.488550, 18.851910, 8.363480], [11.254720, 20.119080, -1.455450], [12.450360, 19.574660, -0.867880], [11.551260, 20.966900, -2.073000], [10.629000, 19.413310, -2.001780], [10.642130, 20.386420, -0.594430], [13.098240, 19.227220, -1.485240], [12.147570, 16.944430, 9.470850], [11.839990, 15.686830, 10.128300], [13.032040, 16.890330, 8.836110], [11.344490, 17.255160, 8.802560], [12.215010, 17.831180, 10.101130], [11.466620, 15.098650, 9.467820]],
  "forces_ev_per_a": [[1.31, 0.72, -0.16], [-0.16, -1.12, -0.58], [-0.31, -0.37, 0.37], [-0.25, 0.13, -0.44], [-0.54, 0.11, 0.65], [0.06, 0.47, 0.24], [0.66, -0.37, 0.27], [0.28, 0.13, 0.28], [-0.21, -0.05, -0.23], [-0.30, 0.18, 0.01], [-0.03, 0.13, 0.07], [-0.31, -0.13, -0.36], [0.81, -0.09, 0.93], [-0.87, -0.44, -0.38], [0.35, -0.22, -0.40], [-0.17, 0.78, -0.06], [-0.08, 0.13, 0.11], [-0.04, -0.17, -0.18], [-0.60, -0.02, -0.18], [0.50, 0.42, 0.52], [0.02, 0.02, -0.19], [-0.22, -0.26, -0.39], [0.40, 0.00, 0.29], [-0.24, -0.12, -0.12], [0.59, -1.08, 0.01], [-0.83, 1.85, -0.07], [-0.05, -0.06, 0.17], [0.15, 0.14, -0.11], [-0.29, -0.52, -0.34], [0.23, 0.03, 0.33], [1.27, -0.33, 0.24], [-0.44, 1.05, -0.27], [0.13, -0.01, -0.41], [-0.70, -0.16, 0.07], [0.34, -0.13, 0.16], [-0.51, -0.48, 0.15], [-0.09, -0.34, -0.20], [0.70, 0.70, 0.88], [0.16, -0.38, -0.02], [-0.11, -0.28, -0.04], [-0.24, 0.63, -0.30], [-0.35, -0.46, -0.32], [0.09, -1.79, -0.19], [0.16, 1.23, 0.80], [-0.16, 0.33, 0.02], [0.15, -0.08, -0.21], [0.05, 0.66, 0.06], [-0.30, -0.16, -0.42], [-0.79, 0.54, -0.53], [0.21, 0.50, 0.31], [0.52, -0.58, 0.02], [-0.24, 0.11, 0.10], [0.08, -0.18, 0.08], [0.10, -0.23, 0.03], [0.72, 0.02, 0.84], [-0.83, 0.18, -0.30], [-0.05, 0.25, 0.16], [0.33, -0.34, -0.14], [-0.49, -0.54, -0.52], [0.35, 0.36, -0.02], [0.09, -0.45, -0.45], [0.24, 0.33, 0.66], [-0.27, -0.11, -0.14], [0.07, -0.17, 0.37], [-0.11, 0.26, -0.26], [0.11, 0.26, -0.28], [0.25, -0.38, 0.06], [0.23, -0.20, 0.28], [-0.11, -0.02, 0.24], [0.07, 0.20, -0.21], [-0.23, 0.10, -0.15], [0.00, 0.06, -0.16], [0.22, -0.33, 1.65], [-0.38, -1.20, -1.12], [0.04, 0.82, -0.69], [-0.02, 0.29, -0.09], [-0.02, -0.25, 0.18], [0.29, 0.67, 0.06], [0.63, -1.19, 0.26], [-0.27, 0.94, -0.59], [-0.36, -0.03, 0.68], [0.30, 0.37, -0.17], [-0.24, -0.18, -0.07], [-0.01, -0.01, -0.05], [-0.93, 1.08, -0.08], [0.34, -0.55, -0.06], [0.31, 0.34, 0.16], [0.41, -0.64, 0.16], [-0.15, -0.39, -0.15], [-0.08, 0.29, -0.23], [-0.57, 0.96, -0.70], [0.22, -0.95, 0.26], [-0.20, 0.04, 0.34], [0.58, 0.06, -0.16], [0.12, -0.04, -0.03], [-0.24, -0.08, 0.30], [-0.30, 0.45, -0.60], [0.48, -0.54, 0.77], [-0.03, -0.25, -0.03], [0.07, 0.20, 0.05], [0.05, -0.03, 0.25], [-0.47, 0.11, -0.54], [-0.31, -1.11, 0.42], [0.14, 1.10, -0.82], [0.15, -0.17, 0.58], [0.21, -0.16, 0.20], [-0.16, 0.09, -0.09], [-0.10, 0.16, -0.18], [0.58, -0.24, 0.45], [-0.42, -0.32, 0.50], [-0.49, 0.12, 0.04], [0.44, -0.29, -0.32], [0.20, 0.48, -0.13], [-0.27, 0.13, -0.46], [-0.67, -0.26, -0.72], [0.42, 1.41, -0.07], [0.27, -0.16, 0.29], [-0.36, -0.30, -0.26], [0.31, -0.69, 0.83], [0.01, 0.05, -0.05]],
  "relative_energy_ev": 7.809,
  "multiplicity": 1,
  "homo_ev": -9.219,
  "e_lumo_ev": 0.169
}